14
Properties=species:S:1:pos:R:3:forces:R:3:lowdin_charge:R:1 method="wB97M-V/def2-TZVPD" e_above_lowest_kcal_mol=14.05 orbital_gap_ev=2.9297 charge=+2 e_homo_ev=-17.9
Al 4.664163 1.884395 -1.695030 0.1085 -0.0405 -0.1086 1.108
O 2.667717 -0.247775 -1.620101 -0.3096 0.2247 0.2808 0.111
C 1.612580 -0.361027 -1.090831 0.7424 0.4002 -0.3693 -0.304
O 0.800743 0.541141 -0.620798 -0.6145 0.4197 0.0963 0.298
B -0.386073 -0.047239 0.032625 1.5794 -0.8616 -0.0821 -0.757
O -0.198010 -1.502500 -0.153675 -1.0249 0.9815 0.3866 0.319
C 0.905022 -1.775711 -0.778268 -0.1821 -0.9975 -0.0872 -0.300
O 1.352506 -2.810447 -1.085004 0.4239 -0.2944 -0.2148 0.378
O -1.676186 0.446881 -0.426112 0.2817 -0.1598 0.3363 0.372
C -2.460824 0.742837 0.558273 -3.2874 0.4957 -3.1806 -0.223
O -3.603653 1.022580 0.565199 1.3300 -0.2659 0.8494 0.441
C -1.508365 0.720758 1.889763 2.8421 0.0049 2.9503 -0.239
O -0.349557 0.299971 1.476172 -0.8529 -0.0476 -0.6733 0.346
O -1.820056 1.086133 2.947787 -1.0365 0.1406 -0.1837 0.448